Record 1
103
Properties=species:S:1:pos:R:3:forces:R:3 method="wB97M-V/def2-TZVPD" relative_energy_kj_mol=184.1 homo_ev=-1.267 charge=-2 e_lumo_ev=3.67 multiplicity=1 gap_ev=4.939
K 0.03044 0.19390 -0.93187 -1.502 0.443 -1.856
F -3.83578 3.53734 1.98400 0.033 0.045 0.047
F -2.77512 -6.78447 0.93239 -0.015 -0.026 0.017
F -6.44971 2.68454 1.98716 -0.021 0.030 0.033
F 0.41955 -3.31771 0.90254 0.033 0.017 0.030
F -5.53759 -0.07191 -1.72706 -0.048 -0.036 0.004
F -1.59403 -4.81641 -3.18451 -0.049 -0.047 -0.040
F -3.27026 -2.55522 4.78866 -0.026 -0.014 0.023
F -2.98262 -6.57008 -1.79360 -0.030 -0.036 -0.053
F -2.08643 2.64192 0.18296 0.030 0.014 0.024
F -1.04433 -5.09519 2.22995 0.017 -0.005 0.060
F -7.20924 0.86132 0.08754 -0.053 -0.016 -0.010
O -0.56078 -0.46126 1.15724 -0.182 -0.361 1.732
O 2.15688 -0.52246 -1.45124 1.339 -0.331 -0.505
O 3.38868 0.66196 1.25291 -0.193 0.103 -0.052
O 1.64659 1.64247 0.20008 0.552 0.124 0.701
N -0.28257 3.33074 -2.16650 0.117 0.059 -0.047
N 3.89722 0.10488 -2.71729 0.017 -0.101 0.015
N 0.32557 -3.00675 -1.77584 -0.038 -0.038 0.006
N -3.54898 6.51874 -3.63021 0.025 0.041 0.019
N -2.73338 0.90695 -1.77888 0.144 0.044 -0.076
N -0.62222 -0.56858 -3.56829 -0.135 -0.007 -0.147
N 0.95004 0.96928 4.66539 -0.038 0.018 -0.009
C -0.93869 5.90998 -1.35960 -0.027 0.117 0.027
C 4.46732 -2.86612 -1.71440 -0.019 0.017 -0.016
C 4.94679 -2.61314 -3.15222 -0.018 0.027 0.045
C -2.13264 -5.75825 -1.12605 0.006 0.037 -0.110
C -1.86388 0.13217 -3.90756 0.040 -0.041 0.046
C 5.13132 -0.08199 -3.46948 -0.070 -0.062 0.138
C 0.08829 5.22296 -0.75021 -0.001 0.015 0.047
C -1.76295 -1.16387 5.93365 0.010 -0.003 0.070
C -0.01011 -0.11059 2.19333 0.037 0.097 0.115
C -5.56452 2.22347 1.06573 -0.019 -0.023 0.025
C 1.48500 3.27737 5.38403 -0.010 -0.013 -0.047
C -5.04646 0.84368 -0.84501 -0.029 -0.021 0.004
C -2.99543 0.00623 -2.88588 0.057 0.043 0.187
C -1.68181 -1.35353 3.53273 -0.031 -0.003 -0.120
C -0.13484 0.09956 4.69974 0.114 0.046 0.010
C -0.73118 -2.00642 -3.82572 0.060 0.093 0.068
C -1.64308 5.28171 -2.38227 -0.144 0.052 -0.086
C 3.33862 -0.63580 -1.70043 0.047 0.122 0.016
C -2.04112 -5.87319 0.24184 -0.046 -0.030 0.024
C 0.39298 -2.85648 -3.21175 -0.086 0.053 0.155
C -1.38537 -4.83498 -1.83323 0.023 -0.004 0.032
C -1.16691 -5.00899 0.88816 0.056 0.082 0.024
C 1.33655 1.81770 5.80723 -0.029 -0.066 -0.086
C -3.35557 2.17844 0.12089 -0.014 -0.024 -0.038
C -0.10740 0.27823 7.18591 0.008 0.032 -0.029
C -2.23605 -1.68524 4.73426 0.010 0.006 0.028
C -0.61455 -0.44866 3.50712 0.023 -0.001 -0.035
C 1.64111 1.10078 3.48610 -0.100 -0.172 0.181
C -0.42632 -4.09021 0.19383 0.026 0.024 -0.078
C 0.39052 3.93549 -1.18342 -0.096 -0.081 -0.125
C 2.19208 0.97965 1.11868 0.040 0.178 0.039
C 0.31173 1.71803 6.92825 -0.078 -0.040 -0.003
C -4.24269 2.64535 1.05538 0.099 -0.011 -0.063
C 5.87773 -1.40123 -3.24331 -0.060 -0.008 0.018
C -5.93540 1.31059 0.10218 -0.030 -0.067 -0.080
C 1.25841 0.60646 2.29182 0.084 0.060 -0.123
C -2.71193 5.96649 -3.06659 0.140 -0.185 0.069
C -1.28456 3.98271 -2.74028 -0.009 -0.102 0.089
C 0.49223 0.02356 -4.28462 -0.108 -0.038 0.026
C -0.46166 -3.91748 -1.23692 0.056 0.030 -0.064
C 4.22944 -1.57038 -0.93021 0.020 -0.070 -0.042
C -3.67735 1.24509 -0.92603 0.081 -0.010 -0.070
C -0.70428 -0.28372 5.92730 0.013 0.022 0.037
H 2.32296 3.43165 4.70623 -0.026 0.010 0.013
H -2.22023 -1.47102 6.86875 0.017 0.012 -0.063
H 6.49751 -1.34370 -2.34567 0.006 -0.006 -0.018
H -0.82645 0.21885 8.00480 0.006 0.000 0.002
H 0.74218 2.17551 7.82095 -0.006 0.018 0.011
H 0.38427 -0.08183 -5.38247 -0.006 0.010 -0.017
H 5.45049 -3.50612 -3.53073 -0.008 0.013 -0.002
H 5.21408 -3.46042 -1.17886 -0.010 -0.005 -0.010
H 2.30056 1.45768 6.18324 0.051 -0.051 0.026
H 5.16395 -1.05843 -0.69380 -0.006 -0.037 0.007
H 3.22509 0.73436 -3.12705 -0.054 -0.015 -0.029
H -3.92858 0.22715 -3.41949 -0.030 0.042 -0.012
H 3.53921 -3.44304 -1.72965 0.016 0.023 0.022
H 6.56588 -1.50844 -4.08481 0.029 -0.006 -0.022
H 0.64887 5.66717 0.06205 -0.010 -0.032 -0.013
H -0.57194 2.30090 6.64951 0.006 0.002 0.018
H -3.07534 -1.03889 -2.55213 -0.035 0.000 -0.044
H 3.72121 -1.77000 0.00863 -0.029 -0.002 0.013
H 4.08203 -2.44641 -3.80361 0.023 -0.013 0.019
H 1.16840 3.34362 -0.70707 -0.043 0.069 -0.070
H -2.21439 -0.18907 -4.90854 -0.001 -0.030 0.011
H -2.03882 -1.77082 2.59773 0.035 0.035 0.059
H 1.35217 -2.37150 -3.42898 0.015 -0.002 -0.032
H 0.55621 1.08935 -4.04394 -0.008 -0.061 0.014
H 0.77080 -0.30853 7.48031 -0.016 -0.010 -0.001
H -1.67292 -2.35649 -3.40379 -0.010 0.033 -0.042
H 1.64245 3.90018 6.26769 0.008 -0.012 -0.013
H -1.20889 6.91363 -1.05585 0.006 -0.012 0.006
H 1.42516 -0.45002 -3.98430 0.005 -0.004 -0.022
H -0.78207 -2.18597 -4.92119 0.033 0.024 0.004
H 4.85940 -0.05041 -4.52805 -0.025 0.031 -0.054
H -1.63037 1.19911 -3.96598 0.005 -0.040 -0.055
H -1.84873 3.45190 -3.50065 0.051 0.010 0.024
H 2.57934 1.63675 3.55644 -0.033 0.009 -0.023
H 0.41168 -3.80766 -3.76107 -0.016 -0.046 0.007
H 0.57437 3.60649 4.87916 0.019 0.013 0.024
H 5.81513 0.75501 -3.29632 0.035 0.031 0.043

***

Record 2
91
Properties=species:S:1:pos:R:3:forces:R:3 method="wB97M-V/def2-TZVPD" relative_energy_kj_mol=182.0 homo_ev="-7.375 / -7.374" e_lumo_ev="-0.39 / -0.38" multiplicity=2 gap_ev="6.982 / 6.995"
Yb 0.99332 0.33092 0.61670 -0.142 0.819 -2.494
S 5.75601 5.69943 -0.87525 0.212 0.114 0.062
S 3.17088 5.85530 -2.35191 0.006 -0.360 0.285
S 3.63825 3.65762 -0.50792 -0.226 0.583 -0.537
S 1.09495 2.23705 -1.26710 -0.328 -0.230 0.021
S 0.48161 4.81244 -3.24377 0.170 -0.011 -0.174
P -0.87815 2.10017 1.70164 -1.018 0.057 0.392
P 1.09947 -1.78638 -1.71886 0.567 0.209 -0.439
Si -1.37339 -0.63189 -0.25063 -1.656 -0.580 -0.723
O 1.62180 -0.13117 2.40581 -0.396 -1.184 1.420
O 3.01325 0.24258 4.09906 -0.160 -0.024 -0.246
C -1.35107 3.82252 1.30204 0.462 -0.046 -0.206
C 2.97080 -4.11411 -5.23637 0.049 -0.015 0.008
C 1.07325 -3.33248 -3.99526 0.006 0.072 0.083
C -0.52466 0.87727 5.57209 0.040 -0.044 0.117
C -2.21296 -2.28070 -0.83149 0.409 0.431 0.486
C 0.68825 2.94053 5.36367 0.047 0.009 0.048
C 1.07742 3.90052 -4.70507 0.004 0.268 0.429
C 1.90719 4.63941 -2.23796 -0.067 0.112 -0.002
C -1.91407 6.10004 1.81347 -0.059 0.104 0.067
C 0.29464 3.03592 4.04205 -0.100 -0.079 -0.098
C -1.97177 6.39824 0.46162 -0.038 0.033 0.033
C 2.54625 0.52141 3.01928 1.724 1.240 1.057
C -1.75553 0.92507 -2.76141 -0.103 0.134 -0.056
C 0.27394 1.86317 6.12965 0.025 0.011 0.017
C 3.81223 -3.50226 -4.32427 0.118 -0.081 -0.118
C -4.14350 -0.04388 0.46591 -0.186 0.029 -0.119
C -1.45502 4.11877 -0.05640 -0.022 -0.168 0.066
C -0.99323 0.01479 -2.04397 0.088 -0.121 0.633
C 2.60490 -0.87162 -1.11965 -0.021 -0.417 0.134
C -1.59756 4.82028 2.23849 0.026 -0.171 0.019
C -3.53493 1.82402 2.39578 0.045 0.003 -0.020
C 0.15540 -0.51250 -2.65270 -0.004 -0.245 -0.062
C 3.29324 -2.78996 -3.25793 -0.209 0.135 0.073
C -2.53620 1.33019 1.55900 0.006 0.056 0.100
C 4.27599 5.11954 -1.23645 -0.208 -0.148 0.036
C 2.12006 3.59584 -1.40697 0.587 0.338 0.322
C 3.16565 -1.35776 0.07466 0.052 -0.252 -0.457
C -0.28402 0.75943 -4.64682 0.167 -0.077 -0.054
C -0.54282 2.06755 3.48828 0.192 0.052 -0.146
C 4.50357 0.59252 -1.38489 -0.153 -0.154 -0.275
C 1.91569 -2.66421 -3.10734 -0.040 -0.353 0.242
C 0.49822 -0.14528 -3.94895 0.043 0.067 -0.111
C -4.83328 1.37482 2.27260 -0.032 0.104 0.076
C -1.75094 5.40126 -0.47582 -0.040 0.079 -0.014
C -0.92825 0.96936 4.25311 -0.091 0.123 -0.102
C -2.81646 0.35935 0.58982 0.667 -0.136 -0.150
C 4.38357 -0.86670 0.53131 0.176 0.013 0.003
C -5.14309 0.46064 1.27944 -0.048 -0.075 -0.017
C -1.40961 1.29837 -4.04965 -0.125 0.032 0.097
C 5.04901 0.10577 -0.20437 -0.104 -0.205 0.147
C 1.59722 -4.04247 -5.05703 -0.019 -0.030 -0.111
C 3.28438 0.11341 -1.84326 0.204 -0.033 0.120
C 3.05792 1.76267 2.23959 -0.375 -0.697 0.434
H 0.62997 3.86359 3.42819 0.032 0.044 0.067
H 5.03887 1.33203 -1.96262 0.013 0.048 0.004
H 1.37356 -0.56767 -4.42586 0.002 -0.042 -0.031
H 2.81108 1.68406 1.16268 0.408 0.401 0.281
H -3.28623 2.55489 3.15464 -0.026 0.062 0.022
H 0.00116 -3.27383 -3.85349 -0.065 -0.008 -0.060
H 0.25947 3.89230 -5.41622 -0.058 -0.029 -0.184
H -1.54171 4.59699 3.29442 -0.031 0.066 0.043
H -0.00680 1.03355 -5.65508 -0.017 0.044 -0.067
H -2.19851 7.40691 0.14798 -0.005 0.058 -0.062
H 2.58885 2.64953 2.66431 -0.065 0.047 -0.148
H -0.82194 0.02644 6.16731 -0.025 -0.063 0.029
H 2.67720 -2.19683 0.57612 0.067 0.280 0.079
H 3.97002 -2.32385 -2.55714 0.039 0.027 0.020
H 1.31885 2.88771 -4.39820 0.029 -0.071 -0.063
H 1.94368 4.41286 -5.11579 -0.005 -0.058 -0.117
H -5.59602 1.74436 2.94277 -0.083 0.029 0.007
H 4.13355 1.86276 2.36325 0.003 -0.038 -0.174
H -2.02597 2.00684 -4.58335 -0.056 0.070 -0.089
H -2.11429 6.87243 2.54373 0.019 0.018 0.036
H -2.92788 -2.09129 -1.62811 -0.110 0.130 -0.080
H -2.64100 1.34731 -2.30877 -0.140 0.087 0.083
H -1.78668 5.61666 -1.53377 -0.070 0.036 -0.049
H 6.00575 0.47711 0.13006 0.078 0.048 0.084
H 4.88408 -3.57119 -4.43639 0.092 -0.033 -0.054
H -4.40050 -0.76845 -0.28951 -0.077 -0.186 -0.093
H -6.16409 0.13149 1.15497 -0.089 -0.076 -0.029
H -2.71885 -2.79421 -0.02308 -0.146 -0.155 0.224
H 1.32772 3.70007 5.78848 0.055 0.041 0.056
H 0.93609 -4.53961 -5.75029 -0.080 -0.046 -0.070
H 3.38286 -4.64999 -6.07827 0.020 -0.075 -0.052
H 0.59425 1.78346 7.15650 0.018 -0.027 0.119
H 2.86473 0.47692 -2.77139 -0.012 0.037 0.027
H -1.29978 3.33331 -0.78320 0.088 0.056 -0.106
H 4.81699 -1.27041 1.43659 0.011 0.061 0.045
H -1.45089 -2.94901 -1.22511 0.078 -0.093 -0.037
H -1.53970 0.19178 3.81053 -0.015 0.016 0.042

***

| no. | maximum force (eV Å⁻¹) | DFT total energy (eV) |
| --- | --- | --- |
| 1 | 2.43 | -110030.634 |
| 2 | 2.63 | -161449.388 |